84
Properties=species:S:1:pos:R:3:forces:R:3:lowdin_charge:R:1 method="wB97M-V/def2-TZVPD" charge=+1 lumo_energy_ev="-3.85 / -3.82" orbital_gap_ev="6.0 / 6.0" e_homo_ev="-9.82 / -9.77"
H -1.26298 1.16589 6.17112 -0.0344 0.0836 -0.0054 0.123
C -0.24332 2.59209 -3.83064 0.0074 0.0162 -0.0022 -0.070
Mo -0.52669 0.18767 1.68081 0.1524 -0.6867 -0.0031 1.108
C 2.43812 -4.21305 -1.72443 -0.0165 0.0250 -0.0065 -0.614
N 0.93942 1.66017 2.66663 -0.0503 0.2216 -0.1902 -0.117
N 1.06343 0.71224 0.13157 -0.3285 -0.2240 0.2835 0.102
H -2.70177 2.41344 4.57622 0.0165 0.0045 0.0130 0.131
H 4.79806 -1.77381 0.75832 0.0103 -0.0033 -0.0211 0.089
H 0.96730 -4.57648 -4.02017 0.0013 -0.0117 0.0050 0.069
C 0.31539 -2.58588 3.28265 -0.8018 -0.2439 0.0304 -1.131
C -1.20428 4.60510 -2.16601 -0.0031 -0.0082 0.0193 -0.044
C -0.96044 -2.42116 -0.02545 0.2048 0.0361 0.0179 -0.153
O -2.71571 3.72219 0.25392 0.0102 -0.0768 0.0322 -0.280
N -1.84688 1.58093 2.84603 -0.0851 0.1502 0.0102 -0.125
N 2.13383 -2.13832 -0.96009 -0.0232 -0.1617 -0.0298 -0.006
N 2.49749 1.70151 -1.59988 -0.0587 0.1405 0.1296 -0.160
H -0.09731 4.12135 -5.32785 -0.0021 -0.0027 0.0037 0.111
H -5.01190 0.85665 -2.98638 0.0000 -0.0052 0.0077 0.114
H -3.79993 2.29108 -1.40271 0.0180 -0.0206 -0.0046 0.110
C 1.80968 -5.25929 -3.91699 0.0081 0.0163 -0.0099 -0.095
H 1.79691 1.32908 2.23633 0.0254 0.0259 0.0029 0.046
H -1.39979 2.48409 2.68953 -0.0468 0.0263 -0.0043 0.060
C 3.32877 -2.36477 -0.50994 0.0258 0.0364 0.0200 -0.735
H -3.07843 -3.50512 -2.42415 -0.0006 0.0058 0.0115 0.128
C -2.52866 0.72999 -0.69528 0.1189 -0.0457 0.0656 -0.279
H -4.47133 -1.53941 -3.20829 -0.0007 -0.0002 0.0091 0.118
H 0.10142 1.80164 -4.48550 0.0001 0.0122 -0.0051 0.111
H -0.53008 0.29283 4.84666 -0.0045 -0.0153 0.0552 0.083
C -0.83990 4.89709 -3.47131 0.0091 -0.0229 -0.0160 -0.056
H 2.41722 3.50819 -2.65918 -0.0071 -0.0175 -0.0080 0.092
H 1.56074 -6.19932 -4.40794 -0.0025 0.0038 0.0084 0.076
H -0.51228 1.27801 -2.15528 0.0202 0.0181 0.0129 0.105
H 0.73027 2.53493 2.18051 -0.0354 0.0472 0.0551 0.051
H -2.91085 0.67351 4.41655 0.0037 -0.0514 -0.0470 0.083
H 1.28391 -5.96896 -1.94109 -0.0189 0.0160 -0.0037 0.112
H -2.69940 1.64043 2.29327 -0.0222 -0.0715 0.0368 0.095
N 4.04466 -1.41545 0.19188 -0.0423 -0.0523 -0.0023 0.087
H 1.70796 1.02570 4.50256 -0.0364 -0.0220 -0.0207 0.107
S 1.13031 -3.98704 3.89802 0.1021 -0.1614 0.0479 0.913
C -2.20066 1.48572 4.28725 0.0220 0.0466 -0.0222 -0.253
H -0.35510 3.27327 4.54394 -0.0213 -0.0210 0.0181 0.120
C 1.73489 1.17668 -0.68568 0.1552 -0.1037 -0.2239 -0.245
N -1.65762 1.41949 0.16569 -0.0566 -0.2656 0.2182 -0.271
C 3.16540 0.86975 -2.59926 -0.0332 -0.0339 0.0077 -0.007
H 1.94749 3.61998 -0.95867 -0.0101 -0.0030 0.0230 0.091
C -2.23538 -0.65351 -0.79385 -0.0220 0.0058 0.1909 -0.160
H -1.27309 -4.34080 -0.92431 0.0078 0.0114 -0.0047 0.113
H -0.18895 -2.77177 0.64565 -0.0220 -0.0177 -0.0156 0.076
C -2.56652 -2.84233 -1.73687 -0.0121 -0.0319 -0.0312 0.022
C -0.58723 2.29400 -2.52001 0.0036 0.0101 0.0175 -0.079
S -1.76300 -3.93384 4.22065 -0.0763 -0.0911 0.0467 0.923
S -1.49588 3.00008 0.00116 -0.0409 0.0922 -0.1888 0.587
H 0.49497 2.64392 5.92063 0.0298 -0.0171 -0.0047 0.120
H 2.97094 -6.18007 -2.33731 0.0204 0.0119 -0.0069 0.102
H 2.03198 2.71366 4.11812 0.0176 -0.0033 -0.0023 0.123
S -0.22553 -6.25085 5.24807 0.0049 -0.1534 0.0670 0.615
N -1.27251 -1.14539 0.05136 0.0748 0.3003 -0.1875 -0.061
C -1.58388 -3.30656 -0.91471 -0.0277 -0.0340 -0.0369 -0.027
C 2.13006 -5.49390 -2.44199 0.0072 -0.0002 0.0259 -0.243
S 1.11524 -1.29410 2.52946 -0.1366 0.7229 -0.0963 0.639
C -4.23003 0.41594 -2.38198 -0.0160 0.0575 -0.0043 -0.048
H -0.94502 5.90743 -3.84305 0.0040 -0.0034 -0.0027 0.113
C 0.09016 2.35637 4.94977 -0.0276 0.0547 -0.0121 -0.180
S -1.98245 -1.26923 2.84718 -0.0376 0.8064 -0.2658 0.724
H 4.24316 1.01665 -2.54047 0.0139 -0.0018 0.0072 0.098
C -2.92443 -1.47637 -1.69948 -0.0031 -0.0222 0.0178 -0.142
H 3.66689 3.44102 -1.38830 0.0107 -0.0061 -0.0208 0.098
H 2.66425 -4.82161 -4.43433 -0.0029 -0.0056 0.0039 0.079
C -0.36215 3.89220 -4.30385 -0.0043 -0.0003 0.0223 -0.066
H 2.81262 1.14778 -3.59313 0.0041 0.0212 -0.0053 0.091
H 3.43018 -0.81272 0.72258 -0.0051 0.0156 0.0022 0.043
S 3.95388 -3.92238 -0.92067 0.0082 0.0045 0.0130 1.111
C -1.04959 -2.55640 3.43046 0.8162 -0.3781 -0.0457 -1.100
C -0.28423 -4.81768 4.50250 0.0085 0.1725 -0.0699 -1.493
C -0.96471 1.25794 5.12665 0.0600 -0.0615 -0.0064 -0.192
C 2.64736 3.15915 -1.65243 -0.0262 -0.0333 -0.0260 -0.003
H 2.92907 -0.17417 -2.41065 -0.0017 -0.0282 0.0187 0.072
C -3.93708 -0.90974 -2.50906 0.0413 -0.0168 0.0162 -0.026
H -1.60520 5.37448 -1.51915 0.0026 -0.0169 0.0131 0.123
N 1.62909 -3.21456 -1.65138 0.0366 0.0520 -0.0191 0.014
C 1.26643 1.93515 4.09124 0.0763 -0.0969 0.0258 -0.224
C -3.53342 1.24531 -1.47674 -0.0948 0.0711 0.0226 -0.010
C -1.06441 3.30458 -1.69549 0.0743 -0.0049 -0.0109 -0.277
O -0.35895 3.37970 0.82644 0.0653 0.0149 0.0340 -0.351

***

28
Properties=species:S:1:pos:R:3:forces:R:3:nbo_charge:R:1 method="wB97M-V/def2-TZVPD" charge=+1 lumo_energy_ev=-2.99 orbital_gap_ev=9.1 relative_energy_kcal_mol=70.8 e_homo_ev=-12.04
H 2.13362 -0.28731 0.85155 -0.8341 0.5492 0.0408 0.444
C 0.69476 -1.07808 -1.43658 -1.7286 2.3583 -3.2728 -0.072
N 1.54784 0.53571 1.04754 -2.4344 -0.9302 0.9812 -0.756
H 2.34135 -2.01536 -0.44548 0.0511 1.2691 -1.5679 0.187
H 0.23842 -1.41471 1.91904 -1.0160 1.4767 -0.1753 0.423
N -0.52477 1.79302 1.59737 3.4037 -2.0193 -3.3766 -0.598
H -1.58387 3.00868 2.75401 -0.6150 1.1859 0.4350 0.236
H 2.54105 -2.01674 -2.17153 0.0888 0.0389 -0.8313 0.258
C -0.94227 2.19174 2.91586 4.1033 0.4892 1.6102 -0.415
C 0.30613 0.31096 -1.86385 2.1353 -2.1678 1.3648 -0.217
H 1.88323 1.42378 0.81950 0.9444 1.2195 -0.4116 0.416
H 1.13846 1.03525 -2.11903 -1.1987 -0.6827 0.7140 0.219
H 2.67172 -0.42582 -1.31366 0.7053 0.2061 -0.2422 0.209
H -1.32983 1.67497 -2.10241 0.4473 -0.7599 -0.1084 0.224
C -2.03382 -0.35703 -2.07711 -0.1178 -0.7661 0.2383 -0.207
H -1.34416 1.49961 3.61205 -0.9465 -1.2042 -0.2664 0.227
C 2.15564 -1.36011 -1.41983 -0.3630 -1.9699 3.5507 -0.628
C -1.00671 0.62478 -1.93545 -2.0017 1.1989 -1.6575 -0.230
H -3.03149 -0.16499 -2.51534 0.6388 0.4585 0.8115 0.240
H 0.01083 2.60533 1.10197 -1.4454 -2.0592 1.2230 0.400
C -0.33991 -1.99836 -1.48196 -0.6537 -1.6578 1.5912 -0.215
H -2.37912 -2.54024 -1.68783 -0.2155 0.7734 -0.5953 0.233
H -1.23923 -0.68903 2.08667 -4.3273 0.1407 0.8077 0.429
C -1.72166 -1.66838 -1.78494 2.2369 -0.4629 0.6844 -0.210
H 0.08756 2.41084 3.46462 -2.2765 0.5794 -0.5703 0.184
H -0.17266 -3.10215 -1.14006 -0.0175 2.0495 -0.8555 0.215
N -0.34434 -0.53353 1.87284 5.4594 -2.8992 -0.5854 -0.712
C 0.24321 0.53714 1.45205 -0.0227 3.5859 0.4636 0.718

***

14
Properties=species:S:1:pos:R:3:forces:R:3:nbo_charge:R:1 method="wB97M-V/def2-TZVPD" charge=0 lumo_energy_ev=0.57 orbital_gap_ev=7.5 relative_energy_kcal_mol=152.9 e_homo_ev=-6.94
O -0.78017 -0.46883 -2.76252 0.1975 0.1606 0.7590 -0.475
C 0.72026 -0.03247 1.44971 -0.1053 0.1385 0.3557 -0.187
H 1.24577 0.93842 1.35408 0.0005 -0.2196 -0.0333 0.161
H 0.37127 -0.17309 2.47702 0.0998 -0.0446 -0.1759 0.202
C 1.15433 -1.23518 0.56644 0.4417 0.0962 -0.0549 -0.644
C -1.31211 0.75353 -0.58731 -0.1599 0.1778 -0.0406 -0.323
N -0.46843 0.06054 0.43478 -0.1170 -0.0470 0.0951 -0.423
C 0.56447 -0.34595 -0.55441 -0.1264 -0.0393 -0.1798 -0.151
H -1.10031 1.81824 -0.69340 0.0168 -0.1670 -0.0087 0.235
C -0.53845 -0.16577 -1.63648 -0.1230 -0.1378 -0.7251 0.595
H -0.85931 -0.87695 0.62169 -0.1266 0.1111 0.0353 0.421
H 1.15608 0.58603 -0.75278 -0.0733 -0.1538 0.0677 0.175
H -2.38067 0.57682 -0.44604 0.1666 0.0466 -0.0690 0.229
H 2.22727 -1.43536 0.52922 -0.0912 0.0782 -0.0255 0.184

***

19
Properties=species:S:1:pos:R:3:forces:R:3:nbo_charge:R:1 method="wB97M-V/def2-TZVPD" charge=+1 lumo_energy_ev=-3.94 orbital_gap_ev=10.2 relative_energy_kcal_mol=35.9 e_homo_ev=-14.12
C -0.91127 1.43100 0.15135 0.9508 2.2649 0.2973 0.393
C -1.72033 0.39251 0.89603 -0.5753 -0.7236 0.1181 -0.337
H 1.59657 0.47779 -0.16385 0.5583 0.1209 0.1313 0.205
H 2.80988 0.45602 -1.53695 -0.2896 0.4701 0.4121 0.237
H -0.94708 1.35217 -0.94352 -0.1676 -0.0874 -0.0781 0.144
H -2.04381 -0.35135 0.12947 0.1658 0.3416 0.9740 0.254
O -0.27050 2.34051 0.65768 -1.0756 -1.9402 -0.2594 -0.455
N 1.16149 -0.74023 -1.72719 -0.7580 -1.0225 -0.6808 -0.571
H -0.70063 0.25409 2.77580 -0.3210 -0.0668 -0.3703 0.445
C 1.75385 0.46387 -1.23679 0.0965 0.0996 0.1376 -0.421
H 1.11609 -0.83418 -2.74536 0.0972 -0.1514 0.6686 0.415
N -0.83695 -0.29936 1.91651 -0.6258 0.1294 1.0500 -0.682
H 0.09452 -2.44323 -1.76359 0.3896 0.2558 0.8599 0.147
H -1.14223 -1.25654 2.18458 -0.1544 0.7504 -0.3066 0.462
H -2.61173 0.84020 1.41039 0.8665 -0.3979 -0.4768 0.272
O 0.31845 -1.78931 0.19551 0.7080 0.7154 -1.8575 -0.733
H 0.08224 -0.46635 1.52241 0.5623 -0.3328 -0.6685 0.474
H 1.19004 1.29948 -1.65085 0.4819 0.2499 -0.0779 0.211
C 0.52787 -1.69748 -1.03882 -0.9094 -0.6753 0.1269 0.540